This record from OMol25 describes C8H23Br2MnNO5 as an isolated structure. The level of theory is ωB97M-V with the def2-TZVPD basis set.

Output
HOMO (alpha / beta): 0.1 / -5.4 eV
2S+1: 7
Lowest unoccupied orbital energy (alpha / beta): 2.7 / 2.8 eV
Net charge: -1
⟨S²⟩: 12.003

Geometry as XYZ:
```
40
Properties=species:S:1:pos:R:3:forces:R:3
Mn -11.995 -7.299 -21.277 -0.5 1.2 1.4
Br -11.479 -8.111 -18.834 0.1 -0.1 -0.2
Br -11.597 -4.570 -21.012 -0.1 -0.5 -0.2
C -9.486 -7.640 -24.748 -0.3 1.9 -0.8
C -10.599 -7.098 -23.845 -0.4 -1.9 -0.9
C -11.984 -7.486 -24.374 -1.0 1.9 0.8
O -12.968 -6.970 -23.367 0.7 -0.5 -1.1
C -14.302 -6.833 -23.817 -0.8 0.4 -0.2
N -10.404 -7.738 -22.569 0.9 -0.1 0.9
H -9.287 -8.712 -24.759 -0.1 0.2 0.4
H -8.681 -6.989 -24.407 0.9 -0.8 -0.2
H -9.668 -7.303 -25.768 0.0 -0.2 -0.3
H -10.453 -6.029 -23.688 -0.6 0.1 -0.3
H -12.161 -8.542 -24.579 0.2 -0.2 0.4
H -12.138 -6.947 -25.309 -0.2 0.1 -0.1
H -14.935 -6.266 -23.134 0.7 0.3 0.5
H -14.900 -7.739 -23.916 0.6 -0.7 -0.2
H -14.364 -6.280 -24.754 0.3 -0.1 -0.3
H -9.425 -7.608 -22.358 0.2 0.5 0.8
H -10.392 -8.740 -22.696 -0.3 -0.5 -0.3
C -12.179 -10.487 -21.505 0.8 -1.6 -2.1
C -11.357 -11.161 -22.698 -1.4 0.6 0.7
O -10.148 -10.507 -22.998 0.8 0.6 0.5
O -12.768 -9.239 -21.923 1.5 -0.7 1.3
H -11.544 -10.503 -20.619 -0.2 1.1 0.0
H -13.013 -11.160 -21.308 -0.1 -0.3 0.0
H -11.925 -11.081 -23.625 -0.7 -0.5 0.2
H -11.163 -12.205 -22.455 -0.2 -0.2 0.1
H -9.503 -11.135 -23.332 0.1 -0.1 -0.1
H -13.494 -9.479 -22.503 -0.8 0.0 -0.7
C -15.222 -5.794 -18.718 0.4 -0.4 -0.5
C -14.938 -5.957 -20.237 -0.7 0.1 0.7
O -14.079 -7.074 -20.542 -0.5 1.1 0.2
O -16.367 -6.581 -18.408 -0.3 -0.2 0.1
H -15.402 -4.766 -18.404 0.0 0.3 -0.4
H -14.386 -6.160 -18.122 0.4 0.0 -0.3
H -14.602 -5.013 -20.667 0.7 -0.4 0.0
H -15.887 -6.209 -20.712 -0.3 0.3 0.1
H -14.474 -7.808 -20.065 0.3 -0.5 0.0
H -16.359 -6.710 -17.457 -0.1 -0.1 0.0
```
Forces are in eV/Å.

***

This record from OMol25 describes an isolated ion of composition CH10N8 and charge +2. The level of theory is ωB97M-V with the def2-TZVPD basis set.

Output
HOMO (alpha / beta): -16.7 / -16.8 eV
Lowest unoccupied orbital energy (alpha / beta): -9.6 / -9.5 eV
Net charge: +2

Geometry as XYZ:
```
19
Properties=species:S:1:pos:R:3:forces:R:3
C -0.708 1.334 0.279 -3.1 -0.2 0.6
N 0.531 1.173 0.091 3.6 0.3 -0.8
N 1.612 0.595 -0.103 -1.1 2.1 1.0
N 2.751 1.361 -0.271 -1.8 1.3 0.2
N 0.762 -1.553 0.553 1.6 -0.4 1.2
N -1.345 -0.641 -0.620 -1.6 -2.8 -1.6
N -2.974 0.739 0.229 0.4 -0.6 -0.6
N 1.816 -0.733 0.054 2.7 -1.8 -0.1
N -1.712 0.427 0.011 2.0 1.9 0.9
H -1.041 2.290 0.629 -0.3 0.3 0.2
H 3.608 0.898 -0.342 1.3 -0.9 -0.2
H 2.742 2.427 -0.284 -0.7 -2.2 0.1
H 0.721 -1.574 1.650 0.3 -0.3 -2.5
H 0.917 -2.504 0.106 -0.1 1.3 1.1
H -0.416 -1.141 -0.248 -1.3 0.9 0.0
H -2.134 -1.222 -0.992 1.1 0.7 0.6
H -3.271 1.424 0.878 0.2 0.9 0.7
H -3.637 0.161 -0.206 -1.1 -0.8 -0.5
H 2.855 -0.939 0.233 -2.3 0.0 0.0
```
Forces are in eV/Å.

***

This record from OMol25 describes C40H51NO3PPrS2Si2 as an isolated structure. The level of theory is ωB97M-V with the def2-TZVPD basis set.

Output
HOMO (alpha / beta): -6.3 / -6.2 eV
2S+1: 3
Lowest unoccupied orbital energy (alpha / beta): -0.5 / -0.5 eV
⟨S²⟩: 2.011

Geometry as XYZ:
```
101
Properties=species:S:1:pos:R:3:forces:R:3
Pr 2.039 -19.105 9.050 -0.1 0.5 0.1
O 3.702 -20.718 12.556 -0.8 -0.3 0.0
S 2.516 -20.490 11.765 2.2 1.0 1.0
O 2.148 -19.054 11.709 -0.5 -0.7 -0.4
O 2.736 -20.953 10.366 -1.0 -0.3 -0.2
C 1.193 -21.415 12.539 0.7 -1.1 0.9
C 1.646 -22.398 13.474 -1.4 1.8 -1.6
C 0.684 -23.093 14.154 1.1 -1.6 1.1
C -0.644 -23.003 13.851 -1.7 -0.6 -0.1
C -1.081 -22.084 12.911 0.3 -0.6 0.2
C -0.175 -21.242 12.300 0.8 0.0 0.3
P -0.683 -19.897 11.263 0.3 1.3 -1.8
C -2.330 -20.342 10.601 0.5 0.5 1.2
C -2.458 -21.448 9.760 -0.6 0.7 0.1
C -3.680 -21.658 9.130 0.6 -0.1 -0.4
C -4.723 -20.767 9.339 1.3 0.2 1.8
C -4.605 -19.716 10.278 -1.0 0.2 -0.9
C -3.385 -19.461 10.903 -0.6 -1.1 -1.0
C -1.047 -18.501 12.406 0.6 -0.9 -0.6
C -0.510 -17.251 12.126 0.3 0.1 0.5
C -0.671 -16.208 13.024 -0.5 -0.7 -0.3
C -1.426 -16.427 14.149 -0.7 1.0 1.0
C -1.959 -17.666 14.440 -0.7 -0.5 1.1
C -1.759 -18.732 13.561 -0.6 0.3 1.3
H 2.684 -22.570 13.579 0.8 0.0 0.3
H 1.022 -23.843 14.889 -0.3 0.4 -0.4
H -1.366 -23.723 14.294 0.6 0.7 -0.2
H -2.093 -22.076 12.567 -0.6 0.1 0.2
H -1.613 -22.101 9.611 0.1 -0.1 -0.2
H -3.763 -22.493 8.423 -0.2 0.3 0.4
H -5.655 -21.019 8.952 -1.5 0.0 -0.9
H -5.518 -19.080 10.424 1.1 -0.6 0.1
H -3.251 -18.641 11.595 -0.1 -0.1 0.0
H 0.124 -17.099 11.279 0.3 -0.1 -0.6
H -0.266 -15.245 12.849 0.4 0.7 -0.3
H -1.689 -15.588 14.824 0.5 -0.6 -0.4
H -2.534 -17.755 15.406 0.6 -0.2 -1.3
H -2.180 -19.713 13.811 0.3 0.3 -0.2
S -0.361 -18.477 7.462 -0.4 0.1 -0.1
C -1.315 -17.155 7.979 0.6 1.1 -1.3
N -2.142 -17.252 9.018 -0.3 0.1 0.4
C -2.778 -16.190 9.556 -0.4 0.7 0.0
C -2.715 -14.929 9.027 -0.2 -1.7 0.4
C -2.011 -14.824 7.814 -0.4 2.2 0.4
C -1.334 -15.858 7.313 1.3 -2.7 -0.6
H -2.338 -18.170 9.414 0.3 0.0 0.0
H -3.366 -16.415 10.419 -0.2 -0.1 0.4
H -3.302 -14.183 9.536 0.2 0.4 -0.3
H -1.959 -13.850 7.321 -0.1 -0.4 0.0
H -0.743 -15.824 6.388 -0.4 0.2 0.5
C 3.182 -15.541 11.412 0.8 0.7 -0.8
Si 3.050 -16.179 9.635 -0.3 -0.9 -0.7
C 2.474 -14.712 8.493 0.7 1.6 1.0
C 3.639 -13.690 8.326 -0.3 -0.2 0.7
C 2.037 -15.141 7.102 -0.3 -0.1 0.7
C 1.339 -14.033 9.346 0.5 0.0 -0.9
C 4.868 -16.707 9.223 0.5 -1.5 0.1
C 5.129 -16.807 7.705 1.9 -1.2 1.1
C 5.037 -18.196 9.751 -1.6 0.1 0.7
C 6.030 -15.896 9.808 -0.8 -0.6 1.1
H 3.617 -14.518 11.415 -0.6 -0.3 0.2
H 3.935 -16.142 11.897 0.1 -0.5 0.4
H 2.244 -15.619 11.926 -0.4 0.2 0.5
H 4.423 -14.146 7.740 0.1 0.3 -0.7
H 4.158 -13.522 9.264 -0.2 0.2 0.5
H 3.337 -12.684 7.973 0.1 -0.5 -0.3
H 2.874 -15.531 6.545 0.4 0.0 -0.3
H 1.598 -14.296 6.574 -0.1 0.0 -0.3
H 1.339 -15.966 7.170 -0.4 -0.1 -0.1
H 1.708 -13.718 10.316 0.2 -0.1 0.2
H 0.604 -14.800 9.502 -0.8 -0.3 0.3
H 0.841 -13.129 8.938 0.3 -0.5 -0.4
H 4.370 -17.347 7.163 -0.2 -0.3 -0.3
H 6.145 -17.329 7.603 -1.3 0.3 -0.2
H 5.318 -15.862 7.275 -0.2 1.2 -0.6
H 4.713 -18.941 8.977 -0.2 0.4 0.5
H 4.531 -18.373 10.752 0.2 0.1 -1.1
H 6.039 -18.522 9.971 0.9 0.3 -0.2
H 5.945 -14.938 9.350 0.6 0.9 -0.2
H 6.939 -16.443 9.543 0.2 0.5 0.0
H 5.998 -15.755 10.925 0.0 -0.3 -1.0
C 5.126 -20.688 6.320 -0.7 -0.2 -1.4
Si 3.309 -20.120 6.425 -0.1 1.0 0.4
C 2.774 -19.328 4.752 1.0 -1.1 0.3
C 2.286 -21.670 6.552 -0.2 -1.6 1.1
C 2.787 -22.870 7.163 -0.6 1.8 -1.1
C 1.985 -23.963 7.343 -0.2 -0.3 0.2
C 0.632 -23.951 6.988 1.8 1.7 0.0
C 0.106 -22.776 6.509 -1.1 0.0 -0.4
C 0.919 -21.649 6.315 -0.3 0.1 -0.7
H 5.298 -21.154 5.320 0.0 0.1 0.7
H 5.399 -21.378 7.094 0.1 -0.5 0.4
H 5.800 -19.865 6.407 0.5 0.8 0.0
H 3.170 -20.027 3.989 0.4 0.8 0.0
H 3.045 -18.285 4.665 0.6 0.1 -0.3
H 1.739 -19.353 4.543 -1.4 -0.1 0.3
H 3.825 -22.802 7.389 0.6 -0.7 0.5
H 2.368 -24.855 7.790 0.4 -0.5 0.1
H 0.093 -24.830 7.063 -1.2 -1.5 0.2
H -0.967 -22.809 6.236 0.7 0.5 0.1
H 0.546 -20.750 5.821 -0.4 -0.2 0.3
```
Forces are in eV/Å.

***

This record from OMol25 describes C11H13AsBF4N4O3S4Tc as an isolated structure. The level of theory is ωB97M-V with the def2-TZVPD basis set.

Output
HOMO: -15.2 eV
Lowest unoccupied orbital energy: -9.4 eV
Net charge: +2

Geometry as XYZ:
```
42
Properties=species:S:1:pos:R:3:forces:R:3
Tc 0.858 -0.173 2.103 0.0 0.0 0.0
O -0.670 0.681 2.733 -0.1 0.1 0.0
N -1.214 1.783 2.250 0.1 -0.1 0.0
N -0.502 2.198 1.282 0.0 0.0 0.0
O 0.547 1.545 0.960 0.0 0.0 0.0
C -0.845 3.393 0.567 0.0 0.0 0.0
C -2.014 4.070 0.906 0.0 0.0 0.0
C -2.310 5.223 0.209 0.0 0.0 0.0
C -1.456 5.675 -0.793 0.0 0.0 0.0
C -0.295 4.979 -1.110 0.0 0.0 0.0
C 0.026 3.821 -0.428 0.0 0.0 0.0
H -2.668 3.707 1.686 0.0 0.0 0.0
H -3.210 5.773 0.446 0.0 0.0 0.0
H -1.699 6.582 -1.331 0.0 0.0 0.0
H 0.362 5.342 -1.887 0.0 0.0 0.0
H 0.927 3.269 -0.650 0.0 0.0 0.0
S 3.887 -1.647 5.880 0.0 0.0 0.0
As 2.304 -0.682 4.813 0.0 0.0 0.0
S 2.508 0.892 3.342 0.0 0.0 0.0
S 0.777 -1.773 3.666 0.0 0.0 0.0
S 2.347 -0.515 6.945 0.0 0.0 0.0
F 1.841 0.491 -1.691 0.0 0.0 0.0
B 3.024 0.681 -1.118 0.0 0.0 0.0
F 2.193 -0.542 0.892 0.0 0.0 0.0
F 3.990 -0.181 -1.304 0.0 0.0 0.0
F 3.205 1.765 -0.386 0.0 0.0 0.0
N -0.181 -1.385 0.814 -0.1 0.1 0.0
C -0.208 -2.169 -0.054 0.2 -0.1 0.0
N -0.237 -3.023 -0.999 -0.1 0.0 0.0
C -0.577 -4.454 -0.772 0.0 0.0 0.0
C -1.666 -4.841 -1.761 0.0 0.0 0.0
O -1.258 -4.545 -3.078 0.0 0.0 0.0
C -1.090 -3.159 -3.276 0.0 0.0 0.0
C 0.045 -2.638 -2.410 0.0 0.0 0.0
H -0.899 -4.583 0.259 0.0 0.0 0.0
H 0.327 -5.035 -0.953 0.0 0.0 0.0
H -2.600 -4.318 -1.519 0.0 0.0 0.0
H -1.841 -5.913 -1.706 0.0 0.0 0.0
H -2.019 -2.622 -3.047 0.0 0.0 0.0
H -0.846 -3.008 -4.325 0.0 0.0 0.0
H 0.147 -1.556 -2.467 0.0 0.0 0.0
H 0.988 -3.109 -2.689 0.0 0.0 0.0
```
Forces are in eV/Å.